Entry 1:
ORCA calculation (ωB97M-V/def2-TZVPD) on the molecule C12H12O at a distorted geometry.

Multiplicity: 1
ΔE to the lowest compared entry with this formula, charge and spin (kcal per mole): 120.2
Orbital gap (spin up / spin down) (eV): 6.88 / 6.90
Net charge: 0
Energy (eV): -14681.18336
E_HOMO (spin up / spin down) (eV): -7.419 / -7.435

Each atom is followed by the atoms it is bonded to, with distances in Å.
Atoms and positions in Å:
1 C -3.32823 -0.04054 -0.64718  C2 1.393, C3 1.376, H14 1.121
2 C -2.84257 0.54262 0.52104  C1 1.393, C4 1.410, H15 1.105
3 C -2.67051 -1.14348 -1.14019  C1 1.376, C5 1.336, H16 1.065
4 C -1.62240 0.18354 1.13056  C2 1.410, C6 1.393, H17 1.068
5 C -1.45162 -1.45827 -0.69140  C3 1.336, C6 1.444, H18 1.059
6 C -0.87960 -0.77436 0.44404  C4 1.393, C5 1.444, C8 1.460
7 C 1.56018 -1.50751 1.27089  C8 1.218, C9 1.533, H19 1.104
8 C 0.45322 -1.16698 0.89317  C6 1.460, C7 1.218
9 C 2.32957 -0.91918 0.08199  C7 1.533, C10 1.430, O13 1.199
10 C 1.92009 0.43789 -0.10656  C9 1.430, C11 1.451, C12 1.540
11 C 2.12236 1.13382 -1.36363  C10 1.451, H20 1.086, H21 1.169, H22 1.055
12 C 1.49886 1.36752 1.04659  C10 1.540, H23 1.071, H24 1.116, H25 1.102
13 O 2.90507 -1.63352 -0.68986  C9 1.199
14 H -4.17642 0.31605 -1.28727  C1 1.121
15 H -3.42871 1.42723 0.82752  C2 1.105
16 H -2.94482 -1.62916 -2.04739  C3 1.065
17 H -1.20353 0.67414 1.98190  C4 1.068
18 H -0.80425 -2.11116 -1.21668  C5 1.059
19 H 1.91017 -2.24400 2.01440  C7 1.104
20 H 2.82322 0.56299 -1.96624  C11 1.086
21 H 2.61748 2.17415 -1.16351  C11 1.169
22 H 1.20450 1.23088 -1.87501  C11 1.055
23 H 1.96740 2.32520 1.15162  C12 1.071
24 H 1.61465 0.66574 1.90683  C12 1.116
25 H 0.42587 1.58638 0.92438  C12 1.102


Entry 2:
ORCA calculation (ωB97M-V/def2-TZVPD) on the molecule C12H12OS at a distorted geometry.

Multiplicity: 1
ΔE to the lowest compared entry with this formula, charge and spin (kcal per mole): 32.1
Orbital gap (eV): 8.70
Net charge: 0
Energy (eV): -25517.02720
E_HOMO (eV): -8.238

Each atom is followed by the atoms it is bonded to, with distances in Å.
Atoms and positions in Å:
1 C 0.03732 -2.53602 0.42096  C2 1.424, C5 1.343, H15 1.074
2 C 0.38655 -2.29924 -0.93949  C1 1.424, C6 1.324, H16 1.067
3 C 2.16788 1.33042 0.67868  C4 1.408, C7 1.318, H17 1.106
4 C 1.72731 1.81784 -0.56672  C3 1.408, C8 1.320, H18 1.045
5 C -0.20128 -1.46199 1.19065  C1 1.343, C11 1.490, H19 1.056
6 C 0.27148 -1.11158 -1.51292  C2 1.324, C12 1.444, H20 1.029
7 C 1.40837 0.43081 1.27141  C3 1.318, C11 1.528, H21 1.091
8 C 0.73499 1.26330 -1.23816  C4 1.320, C12 1.469, H22 1.175
9 C -0.96469 0.91846 1.37033  C11 1.539, S14 1.819, H23 1.150, H24 1.089
10 C -1.71907 0.46234 -1.22348  C12 1.851, S14 1.855, H25 1.009, H26 1.070
11 C 0.05488 -0.05906 0.75839  C5 1.490, C7 1.528, C9 1.539, C12 1.500
12 C 0.02515 0.08013 -0.73479  C6 1.444, C8 1.469, C10 1.851, C11 1.500
13 O -3.40936 0.08783 0.67883  S14 1.419
14 S -2.46277 1.09416 0.35446  C9 1.819, C10 1.855, O13 1.419
15 H -0.20989 -3.53394 0.73028  C1 1.074
16 H 0.68056 -3.15208 -1.50877  C2 1.067
17 H 3.04062 1.80190 1.16693  C3 1.106
18 H 2.19072 2.67629 -0.94036  C4 1.045
19 H -0.65043 -1.61542 2.13365  C5 1.056
20 H 0.46928 -1.04003 -2.51976  C6 1.029
21 H 1.44817 0.04082 2.28906  C7 1.091
22 H 0.44725 1.70670 -2.28771  C8 1.175
23 H -1.27602 0.48436 2.38841  C9 1.150
24 H -0.57298 1.91571 1.56733  C9 1.089
25 H -1.51849 1.15892 -1.92480  C10 1.009
26 H -2.10554 -0.46064 -1.60240  C10 1.070


Entry 3:
ORCA calculation (ωB97M-V/def2-TZVPD) on a 2-piece molecular cluster, C12H12Se overall at a distorted geometry.

Multiplicity: 1
ΔE to the lowest compared entry with this formula, charge and spin (kcal per mole): 0.0
Orbital gap (eV): 6.75
Net charge: 0
Energy (eV): -77977.02585
E_HOMO (eV): -7.709
Structure (SMILES): CC=C1[C@]23C=C[C@]12C=C3.C=CC=[Se]

Each atom is followed by the atoms it is bonded to, with distances in Å.
Atoms and positions in Å:
1 C 0.58332 -0.54797 -0.82429  C2 1.321, C5 1.521, H14 1.076
2 C 0.66925 0.07748 -1.98476  C1 1.321, C6 1.514, H15 1.073
3 C 0.78991 1.68034 0.42695  C4 1.322, C5 1.523, H16 1.072
4 C 0.88255 2.32386 -0.72366  C3 1.322, C6 1.516, H17 1.072
5 C -0.10964 0.52842 -0.00253  C1 1.521, C3 1.523, C6 1.782, C11 1.504
6 C 0.03480 1.38444 -1.55892  C2 1.514, C4 1.516, C5 1.782, C11 1.446
7 C -3.34625 1.97642 -1.78386  C9 1.491, H18 1.090, H19 1.086, H24 1.089
8 C 2.75775 -3.26507 2.02446  C10 1.339, H20 1.076, H21 1.078
9 C -2.49621 1.26782 -0.78534  C7 1.491, C11 1.307, H22 1.082
10 C 1.96480 -2.22333 2.30595  C8 1.339, C12 1.423, H23 1.082
11 C -1.19960 1.11696 -0.85475  C5 1.504, C6 1.446, C9 1.307
12 C 0.55546 -2.23893 2.11260  C10 1.423, Se13 1.777, H25 1.087
13 Se -0.52980 -0.87843 2.47268  C12 1.777
14 H 0.88132 -1.51329 -0.45293  C1 1.076
15 H 1.04736 -0.16572 -2.95862  C2 1.073
16 H 1.18189 1.83395 1.41287  C3 1.072
17 H 1.36239 3.22085 -1.06293  C4 1.072
18 H -4.09867 1.29548 -2.18054  C7 1.090
19 H -2.74821 2.36585 -2.60263  C7 1.086
20 H 3.82212 -3.22787 2.17695  C8 1.076
21 H 2.35485 -4.18477 1.63205  C8 1.078
22 H -3.00688 0.84783 0.07109  C9 1.082
23 H 2.39212 -1.30881 2.69620  C10 1.082
24 H -3.86822 2.79946 -1.29775  C7 1.089
25 H 0.12359 -3.16498 1.74173  C12 1.087


> multiplicity of number 2 (C12H12OS)?

1


> net charge of number 1 (C12H12O)?

0


> What is the multiplicity in the second record?

1